This record from OMol25 describes 2 unconnected molecules or ions with the total composition C19H28BBrF5NO13P. The level of theory is ωB97M-V with the def2-TZVPD basis set.

**Net charge**: -1
**LUMO**: 1.955 eV
**Frontier orbital gap**: 6.85 eV
**Max |F|**: 0.09262 hartree/bohr
**Spin multiplicity**: 1

```
69
Properties=species:S:1:pos:R:3:forces:R:3
C 0.82113 1.71204 3.15275 -0.0357 -0.3037 -0.2932
C 0.07322 0.72904 2.21499 0.7545 0.0700 0.1743
P -0.92725 1.65390 0.88689 0.3319 2.3186 2.0708
C -1.92073 2.85832 -0.22573 0.4280 -0.0849 -0.8634
C -1.39799 3.12919 -1.65582 -0.4610 0.8447 -0.0382
C -0.33027 4.25862 -1.72546 -1.6042 -0.6979 -0.4594
C -0.95763 5.65575 -1.66508 -0.6221 -2.1013 0.5190
O -0.28811 6.61186 -1.65602 1.8523 2.6011 -0.2608
O -2.31544 5.81902 -1.68042 -0.4105 -0.0269 0.2898
O -0.33462 0.63448 -0.39120 -1.1749 -0.9705 1.1340
C -1.04907 -0.59955 -0.47313 -0.1181 1.2824 -3.4020
C -1.56515 -0.48306 -1.97334 0.5665 -0.6151 -0.3824
C -0.43500 -0.26778 -2.98542 0.1930 0.5287 -0.4430
O -1.05532 -0.07283 -4.30526 0.6301 -0.4190 1.0249
C -0.67414 -1.01066 -5.17568 1.6889 0.7650 1.2675
O -1.38320 -1.41168 -5.99896 -2.5437 -1.2482 -2.9808
C -0.00258 -1.73652 -0.56954 -0.1872 -1.1885 -0.1144
C 0.38017 -2.57913 0.63411 -0.7019 -0.2644 -3.5208
O 0.54787 -2.27312 1.70960 0.7332 1.1946 4.0433
Br 0.64253 -4.53716 0.23055 0.0153 -0.2990 -0.4351
C -2.35779 -0.61825 0.42833 0.9484 1.5522 2.2057
B -2.54486 -1.58995 1.71845 0.6280 -0.2502 0.5011
O -3.01442 -1.03143 2.87476 -0.5004 -0.4909 -0.5312
O -2.29599 -2.94833 1.78664 -0.2561 0.1461 -0.8203
N -3.67283 -0.69122 -0.31579 1.9463 -1.2120 -1.1132
C -4.15746 -1.94393 -0.60213 0.7204 1.4029 0.1708
O -5.25489 -2.24011 -0.40620 -4.0946 -1.3248 0.2328
F -3.35012 -2.87048 -1.11971 1.5386 0.3379 -0.0153
C -4.66643 0.22582 0.10301 1.2009 0.4306 -3.0636
O -5.24753 0.26985 1.07406 -2.0704 -0.2592 4.2811
F -4.98801 1.10593 -0.86607 0.6326 -0.1541 -0.7064
O -2.39192 0.65773 1.03087 0.1913 -1.3390 -1.0437
H 1.21372 1.15223 4.01435 -0.2004 0.2582 -0.0269
H 1.70045 2.15014 2.66066 -0.2932 0.0456 -0.0076
H 0.16350 2.52376 3.49279 0.1245 -0.1550 0.0199
H -0.51132 0.07284 2.87708 0.0104 -0.1103 -0.4770
H 0.87639 0.18824 1.68905 -0.3901 -0.2881 0.2978
H 0.25447 2.49958 0.77680 -0.1895 0.0267 -0.3212
H -1.49062 2.40355 2.00800 0.1058 0.0968 -0.1918
H -1.92363 3.83393 0.29763 0.1715 -0.3723 0.1499
H -2.96492 2.52873 -0.24370 0.1559 0.0629 -0.1323
H -2.24758 3.51771 -2.24511 0.2821 -0.3071 -0.0720
H -1.03592 2.26066 -2.21023 -0.0045 -0.0484 0.4571
H 0.08798 4.19860 -2.74054 0.3708 0.2116 0.3599
H 0.43846 4.16472 -0.95675 -0.0014 0.0991 -0.2156
H -2.73838 5.32824 -0.95892 0.1308 -0.3708 -0.3677
H -2.08094 -1.39954 -2.29880 -0.0727 0.3784 0.1079
H -2.22065 0.38462 -2.08685 -0.0599 -0.2599 0.3142
H 0.16701 0.62626 -2.80281 -0.2192 -0.1706 0.2829
H 0.25177 -1.11645 -3.09568 -0.1621 0.0925 0.2930
H 0.36322 -1.39850 -5.17242 0.1280 0.4232 0.8442
H -0.28980 -2.42704 -1.37277 -0.0541 -0.0030 0.3657
H 0.93652 -1.29027 -0.92636 -0.1767 0.0831 0.3269
H -3.47174 -1.74882 3.33946 0.3148 0.2558 0.3306
H -2.03558 -3.32390 0.93463 -0.1036 -0.1668 0.2390
C 6.11825 -3.76371 0.40498 0.1999 0.2753 0.0624
C 4.74539 -3.49971 0.98788 0.0464 -0.5175 -0.3986
O 4.81498 -2.53630 2.05157 -0.0831 0.3460 0.2406
C 4.84994 -1.25726 1.67873 -0.1122 -0.7284 -0.4947
O 4.83418 -0.86224 0.54970 0.0419 0.2841 0.2516
C 4.87343 -0.35268 2.91720 -0.0328 0.7102 0.8008
F 5.74759 -0.79599 3.84218 -0.0980 -0.0604 -0.3019
F 3.66626 -0.30454 3.49596 0.1766 -0.1868 -0.2568
F 5.22389 0.89803 2.60444 -0.0305 -0.3546 -0.1719
H 6.81473 -4.06356 1.18980 -0.0718 -0.1095 -0.0032
H 6.06956 -4.55256 -0.34584 -0.0455 -0.0021 0.0301
H 6.52611 -2.86640 -0.06145 -0.0852 -0.0241 -0.0720
H 4.34840 -4.41320 1.42751 -0.0412 0.1704 0.2339
H 4.03874 -3.17554 0.22384 0.0489 0.1903 0.0748
```
Forces are in eV/Å.

This record from OMol25 describes 12 unconnected molecules or ions with the total composition C34H97N5O19. The level of theory is ωB97M-V with the def2-TZVPD basis set.

**Structure (SMILES)**: COC[C@H](C)N.COC[C@H](C)N.COC[C@H](C)N.COC[C@H](C)N.COC[C@H](C)N.OCCO.OCCO.OCCO.OCCO.OCCO.OCCO.OCCO
**ΔE to the lowest compared entry with this formula, charge and spin**: 66.6 kcal/mol
**LUMO**: 0.337 eV
**Frontier orbital gap**: 9.66 eV
**Max |F|**: 0.06838 hartree/bohr
**Spin multiplicity**: 1

```
155
Properties=species:S:1:pos:R:3:forces:R:3
C -0.32075 5.38683 -2.07780 0.3375 -0.7949 -1.2363
O -1.56361 5.44223 -2.77412 0.0464 -0.2071 1.3414
C -2.59456 4.89561 -1.94321 -0.2113 1.0356 -1.4368
C -3.90255 4.93758 -2.74489 0.7388 -1.9869 1.2486
C -4.19641 6.35293 -3.12486 -1.0835 -0.3251 -0.2373
N -4.84117 4.23056 -1.83737 0.7490 0.6294 0.2603
H -0.40483 5.82863 -1.09594 -0.0102 -0.0662 0.5162
H 0.35653 6.00296 -2.66429 0.2358 -0.0561 0.0397
H 0.10427 4.32304 -2.04380 -0.6529 1.3465 0.1612
H -2.31685 3.92067 -1.65684 0.1804 -1.5824 0.1998
H -2.75520 5.43093 -0.99722 0.2805 0.5065 -0.0932
H -3.77065 4.25661 -3.60605 -0.0910 0.5515 0.0476
H -4.18208 6.98373 -2.22054 0.0613 0.0160 -0.5205
H -5.20045 6.34269 -3.56936 0.1325 0.4614 0.0772
H -3.48361 6.64519 -3.88697 0.1203 0.4730 0.1113
H -4.87082 4.74679 -0.95623 -0.4138 -0.2263 -0.2733
H -5.76630 4.09163 -2.19598 -0.3808 0.2305 -0.2068
C -0.50644 2.80725 3.76817 1.0448 -0.5553 0.1537
O -0.16235 2.39558 5.09171 0.0087 -0.3797 0.5779
C 0.68675 1.23665 5.08978 1.4359 1.6956 0.0100
C 1.59516 1.09063 6.34561 -1.3240 0.9434 -0.9134
C 2.63924 2.24703 6.46357 -0.9956 -0.7954 -0.4745
N 2.17277 -0.24741 6.29837 0.8063 0.1556 -0.9026
H -1.43753 3.36454 3.75633 -0.0509 0.1394 0.3618
H -0.67487 1.87378 3.19171 0.2890 0.7361 -0.3039
H 0.32997 3.47272 3.39454 -0.8631 -0.8755 -0.1349
H 0.15668 0.33691 4.87251 -0.6823 -0.6952 -0.0485
H 1.44046 1.40307 4.31183 -0.1532 -0.2745 -0.4777
H 0.96672 1.05909 7.21009 -0.5386 0.5483 0.7168
H 3.30260 1.79171 7.17864 0.5731 0.8306 0.8669
H 2.12780 3.19513 6.75307 0.7132 -0.7679 0.0210
H 3.25466 2.40076 5.55160 -0.6224 -0.1507 0.2244
H 3.11688 -0.08848 5.98881 0.5655 -0.4138 -0.6199
H 2.33844 -0.59736 7.22071 -0.3279 -0.2582 0.6964
C -4.07835 1.03894 0.35870 -0.6610 0.3866 -0.3436
O -4.27242 -0.01932 -0.57861 -0.7565 0.4054 -0.4001
C -5.42532 0.02956 -1.47408 -0.3606 0.9924 0.6639
C -5.01694 0.49391 -2.87831 1.9859 -1.5096 0.8275
C -6.18074 0.57919 -3.79345 -1.7572 0.4635 0.3214
N -4.13729 -0.59797 -3.39257 1.9739 0.2802 0.6197
H -3.03352 1.05289 0.65687 -0.1133 -0.1929 0.0876
H -4.74122 0.95516 1.21338 0.0325 -0.5917 0.4851
H -4.34857 2.03254 -0.00643 0.2427 -0.0048 -0.7510
H -5.85586 -0.98759 -1.47717 0.2421 0.4189 -0.1782
H -6.20952 0.76527 -1.13317 0.7387 -0.6861 0.1965
H -4.36775 1.37793 -2.69805 -0.9146 0.2359 -0.4685
H -5.87077 0.58826 -4.81899 0.1808 -0.1161 -0.6246
H -6.80005 1.47912 -3.65003 0.2509 -0.1367 0.1178
H -6.86971 -0.28366 -3.62549 0.6504 0.4506 -0.2318
H -3.30105 -0.60221 -2.73510 -1.2254 -0.3886 -0.9681
H -3.70907 -0.38815 -4.31528 -0.6656 0.1171 0.7191
C 4.44487 5.55675 -2.91322 -1.2158 3.0893 0.3221
O 4.08132 5.15391 -1.62731 -0.2176 -0.8766 0.3340
C 3.99790 3.75098 -1.56339 -0.2274 -1.0098 0.8413
C 3.80798 3.33714 -0.08885 -0.4032 0.6221 0.8852
C 2.67530 4.16912 0.49303 -0.6484 0.8300 -0.1568
N 4.94340 3.51815 0.85166 1.0267 -0.1175 -0.8948
H 4.50496 6.67282 -2.81379 0.2395 -0.7474 -0.1989
H 3.59129 5.46705 -3.63674 1.1061 -0.8295 0.1620
H 5.44401 5.22423 -3.12239 0.2193 -0.6140 -0.9281
H 3.10541 3.36139 -2.11877 0.6196 0.3001 0.0702
H 4.91977 3.29444 -1.95840 -0.2089 0.0225 -0.1266
H 3.58800 2.29271 0.07881 -0.2339 -0.5672 -0.8372
H 3.17687 5.11051 0.67704 -0.4351 0.6586 -0.0244
H 2.31413 3.85909 1.46242 0.1325 -0.5799 0.3041
H 1.76167 4.35357 -0.12555 0.9453 -0.2752 0.0812
H 5.60819 2.75529 0.64909 -0.1214 0.6798 0.1820
H 5.45436 4.41142 0.71003 -0.6175 -0.7453 0.0299
C -1.09406 1.79950 -4.17425 0.8647 -2.1447 -0.2953
O -0.31704 0.92761 -3.29674 -0.4903 0.7179 0.1298
C -0.47284 1.31342 -1.92128 1.9188 0.4232 -0.8966
C 0.18222 0.35407 -0.95685 -0.1766 -1.4010 0.4051
C -0.19700 0.71669 0.47546 -0.6543 0.6353 -0.4194
N 1.63496 0.19890 -1.04466 0.2273 0.3160 0.0272
H -1.45568 1.10518 -4.94427 0.3159 0.4921 -0.2657
H -0.54295 2.64055 -4.59318 0.2085 -0.0943 0.1476
H -1.97062 2.12226 -3.68495 -1.0116 0.6915 0.8429
H 0.02944 2.29279 -1.78254 -0.1259 -0.1321 0.0067
H -1.49958 1.46992 -1.72179 -1.3507 -0.1093 0.4812
H -0.20326 -0.65475 -1.06966 -0.3471 -0.1451 -0.5103
H -1.16486 0.27956 0.69241 -0.4096 0.1638 -0.0669
H -0.27152 1.82584 0.58520 0.3457 -0.7380 0.3921
H 0.43573 0.20638 1.18795 0.6038 0.3873 0.1769
H 2.01048 1.11371 -1.02785 0.6198 1.5965 0.8044
H 1.99082 -0.02846 -1.95428 -0.3955 -1.1651 -0.8418
O -1.95926 -3.07845 5.24356 2.1539 -0.5008 -0.4853
C -2.44239 -1.79356 5.46189 -2.4966 -0.1704 0.6052
C -3.27644 -1.31913 4.28498 0.2367 0.9603 0.0052
O -2.44641 -1.28657 3.15212 -0.0562 0.1641 -0.9809
H -0.99492 -2.92825 5.34906 -0.4327 -0.8923 -0.4815
H -3.10818 -1.93337 6.30673 -0.2367 0.7753 0.5346
H -1.64507 -1.11945 5.69682 0.3890 0.6782 0.0618
H -3.52909 -0.24724 4.40464 -0.4666 -0.6068 0.4404
H -4.19077 -1.93537 4.11331 0.6001 0.2961 0.2409
H -1.77109 -1.94212 3.29930 0.3985 -0.6074 -0.1005
O 0.05311 -4.96834 -5.22033 0.2662 1.1456 -1.1387
C -1.06789 -4.14958 -4.79971 1.5096 -1.6880 1.6023
C -0.61448 -3.12361 -3.77424 -1.0154 0.5695 -1.6563
O 0.17984 -2.12060 -4.46340 -0.0345 0.2332 1.0670
H 0.61177 -4.44517 -5.85593 -0.8803 -0.6594 1.0108
H -1.59938 -3.72137 -5.62057 -0.3269 0.3952 -0.6014
H -1.70274 -4.87899 -4.25107 0.0573 0.5154 -0.4690
H -0.13788 -3.62640 -2.93940 0.5018 0.1799 0.0624
H -1.54811 -2.67122 -3.45682 -0.0057 0.3604 0.4855
H 0.01467 -1.24593 -4.03973 0.1239 -0.7292 -0.3099
O 0.67718 -6.27981 0.47252 -0.7237 0.8220 0.6532
C 2.04571 -6.57159 0.53841 0.7116 1.6195 -1.1108
C 2.23973 -7.97671 0.18149 -0.4444 -2.6056 0.2364
O 1.35782 -8.78289 1.00549 0.6159 0.3544 -0.1516
H 0.50697 -5.72602 1.26384 -0.2253 -0.1854 -0.4559
H 2.61129 -5.97744 -0.22222 -0.2541 -0.0075 0.5132
H 2.43347 -6.31907 1.53386 0.0449 -0.3312 -0.1472
H 3.27604 -8.22538 0.42148 -0.0757 -0.3761 -0.2661
H 1.95543 -8.30429 -0.85215 0.7099 1.0098 0.4259
H 0.54538 -8.27342 0.89269 -0.3485 -0.2230 0.3418
O -4.83492 -3.18421 -0.11024 0.5160 0.3146 0.0746
C -3.52988 -3.84150 -0.14462 -1.8292 -0.6412 1.7213
C -2.64779 -3.34764 -1.18608 0.0454 2.0778 -0.2956
O -2.43073 -1.97123 -0.92064 1.0943 0.2205 -0.1354
H -4.89230 -2.50426 0.59810 0.4810 -0.8209 -0.6794
H -3.15238 -3.85838 0.86734 0.7383 0.6257 0.2373
H -3.68156 -4.87270 -0.30420 -0.7713 -1.4079 -0.4954
H -3.12360 -3.37200 -2.15479 -0.3607 -0.6405 -0.4828
H -1.70154 -3.84426 -1.22487 0.5411 -0.4941 0.1377
H -3.29563 -1.64608 -0.66139 -0.2324 0.7170 0.0204
O 5.74827 -4.38224 -2.66745 1.2820 -0.5454 1.3369
C 5.11747 -3.16597 -2.89752 -1.3412 1.4052 -0.2530
C 3.57637 -3.19515 -2.77786 -0.9566 -1.9872 0.2204
O 2.95977 -2.11290 -3.42515 2.5473 1.5563 0.5520
H 6.50712 -4.23140 -2.04078 -1.3346 -0.3357 -1.0645
H 5.48365 -2.38536 -2.26033 0.3151 0.4361 0.6940
H 5.30534 -2.79643 -3.88371 0.2646 0.0146 -1.0137
H 3.24548 -3.17944 -1.71839 0.3625 -0.2512 -0.3237
H 3.23259 -4.17079 -3.23341 0.3167 0.7856 0.4949
H 2.12800 -2.22714 -3.83281 -1.6527 -0.9991 -0.6377
O 3.17913 -1.03999 1.26389 -0.3563 -0.7093 0.2278
C 4.26498 -0.25350 1.78846 -1.6133 -0.8541 -3.0050
C 3.73110 0.74901 2.74981 0.6765 1.3659 0.6413
O 4.76516 1.62319 3.14512 0.5066 1.3775 -0.2430
H 2.65914 -0.65663 0.53223 0.3851 0.4731 -0.0507
H 4.85650 -1.02414 2.23976 0.8931 0.1289 0.4484
H 4.74798 0.13732 0.84042 0.1511 0.2787 1.5196
H 3.45198 0.33505 3.70119 -0.5416 -0.9971 0.1774
H 2.85797 1.31802 2.40687 0.0333 -0.2549 -0.4750
H 4.76307 2.42669 2.57270 0.0365 -0.5769 0.2836
O 0.84498 -4.58419 2.75220 0.0490 -1.1671 -1.2840
C 1.67696 -3.49417 2.45224 1.0183 0.4428 -0.3437
C 1.01095 -2.20648 2.86795 0.7101 -0.6135 1.9603
O 0.76384 -2.28852 4.33845 0.8400 1.1044 -0.2933
H 0.36640 -4.54335 3.57219 0.0699 0.5931 0.6824
H 2.67231 -3.59251 2.90441 -0.2015 -0.0055 0.5617
H 1.97198 -3.51917 1.37334 -0.9457 0.0874 0.5620
H 0.04254 -2.21227 2.43349 -0.8701 0.4705 -0.6809
H 1.63670 -1.35410 2.62015 -0.3331 0.0013 -0.0139
H 1.31480 -1.60565 4.83115 -0.6936 -1.0172 -0.7036
```
Forces are in eV/Å.

Table of E_HOMO (Ha), in record order: -0.1797 -0.3428